{
  "formula": "C14H12MoN6O4S",
  "method": "ωB97M-V with the def2-TZVPD basis set",
  "elements": ["Mo", "O", "N", "C", "C", "C", "C", "C", "H", "H", "H", "H", "H", "C", "S", "O", "O", "O", "H", "H", "H", "N", "C", "C", "C", "C", "C", "N", "C", "H", "H", "H", "H", "N", "C", "N", "C", "N"],
  "positions_angstrom": [[0.372024, -0.375221, 0.911652], [-1.184661, 0.284131, -0.076207], [-2.250336, 1.059925, -0.248380], [-2.087258, 2.299058, -0.704170], [-3.198926, 3.086408, -0.916815], [-4.454450, 2.572063, -0.647382], [-4.573285, 1.285199, -0.160941], [-3.435107, 0.528415, 0.037453], [-1.068243, 2.603601, -0.875298], [-3.062798, 4.093710, -1.286382], [-5.337966, 3.176017, -0.813828], [-5.535539, 0.851580, 0.073654], [-3.407079, -0.480641, 0.416451], [-1.816612, -3.959523, 1.767557], [-0.404876, -2.972157, 1.569917], [-0.838764, -1.582058, 2.072887], [0.632255, -3.536734, 2.376631], [-0.109651, -2.737766, 0.136319], [-2.224524, -3.746934, 2.754844], [-1.491906, -4.997743, 1.704204], [-2.527249, -3.724364, 0.976922], [1.284938, 1.026978, -5.271322], [1.642011, 1.120701, -4.182695], [2.080278, 1.228319, -2.807518], [3.257378, 1.872216, -2.456430], [3.588612, 1.937908, -1.121060], [2.734652, 1.380283, -0.187223], [1.608664, 0.744890, -0.520318], [1.300121, 0.665670, -1.815146], [3.889034, 2.310102, -3.218834], [4.497393, 2.420401, -0.789279], [2.954462, 1.433250, 0.866741], [0.403301, 0.123222, -2.071690], [1.977839, -0.816467, 1.858875], [2.829923, -1.365812, 2.524098], [3.650970, -1.830975, 3.257541], [4.692781, -2.647365, 3.370865], [5.612593, -3.330286, 3.494306]],
  "atomic_forces_ev_per_a": [[0.1, -1.1, 0.5], [-0.8, 0.2, -1.1], [0.7, -0.5, 0.5], [-0.2, 0.6, -0.2], [0.3, 0.1, -0.1], [-0.3, 0.3, -0.1], [0.1, -0.4, 0.1], [-0.8, 0.0, 0.0], [0.1, 0.0, 0.0], [0.0, -0.1, 0.0], [0.1, 0.0, 0.0], [0.0, 0.0, 0.0], [0.0, 0.0, 0.0], [-0.4, -0.3, -0.3], [0.3, 0.5, 0.3], [0.2, -0.1, 0.3], [0.0, 0.0, -0.2], [0.3, 0.7, 0.4], [0.0, 0.0, -0.1], [-0.1, 0.1, 0.0], [0.0, 0.0, 0.1], [0.0, 0.1, 0.2], [0.1, 0.0, 0.1], [-0.2, 0.0, -0.4], [0.2, 0.1, -0.2], [0.1, 0.1, 0.2], [0.2, 0.2, 0.1], [0.1, 0.0, -0.3], [-0.2, -0.1, -0.2], [0.0, 0.0, 0.0], [0.0, 0.0, 0.0], [0.1, 0.0, 0.1], [-0.1, -0.1, 0.0], [0.7, -0.2, 0.5], [-0.7, 0.3, -0.9], [1.0, -0.6, 0.9], [-0.5, 0.3, -0.3], [-0.2, 0.1, 0.0]],
  "max_force_ev_per_a": 1.47,
  "de_lowest_kj_mol": 48.0,
  "total_charge": 1,
  "e_tot_ev": -44523.9987,
  "multiplicity": 2,
  "e_homo_ha": [-0.416, -0.421]
}